[1]
DFT (ωB97M-V/def2-TZVPD) results for a 2-piece molecular cluster, C3H9BrN overall at a distorted geometry.

The geometry in XYZ format:
```
14
Properties=species:S:1:pos:R:3
C 0.824 -0.833 0.876
C -0.071 -0.820 -1.437
C -0.778 2.157 0.424
N -0.250 -0.513 -0.078
Br -0.232 2.043 2.157
H 0.634 -1.836 1.253
H 1.811 -0.919 0.301
H 0.933 -0.015 1.720
H -0.373 -0.027 -2.151
H 1.029 -1.052 -1.778
H -0.559 -1.886 -1.648
H 0.051 1.879 -0.322
H -1.860 2.376 0.363
H -1.161 -0.553 0.321
```

Output
* LUMO energy (spin up / spin down): -0.226 / -0.264 Eh
* energy above the lowest of the compared OMol25 structures with the same formula, charge and spin: 4.428 eV
* total charge: +1
* orbital gap (spin up / spin down): 8.3 / 6.1 eV
* calculated total energy: -2748.0623 Eh
* highest occupied orbital energy (spin up / spin down): -14.505 / -13.237 eV

---

[2]
DFT (ωB97M-V/def2-TZVPD) results for a 2-piece molecular cluster, C3H9BrNO overall at a distorted geometry.

The geometry in XYZ format:
```
15
Properties=species:S:1:pos:R:3
C 0.707 -0.473 -1.629
C 0.325 1.131 0.796
C 0.595 -0.325 0.579
N -0.537 -1.292 0.932
O -0.993 1.538 0.409
Br 2.295 -1.048 1.151
H 1.015 -1.521 -1.652
H -0.221 -0.215 -2.061
H 1.586 0.137 -1.555
H 0.286 1.394 1.879
H 1.016 1.666 0.085
H -0.498 -1.920 1.761
H -1.356 -0.696 1.017
H -0.671 -2.032 0.119
H -1.371 2.013 1.115
```

Output
* LUMO energy: -0.145 Eh
* energy above the lowest of the compared OMol25 structures with the same formula, charge and spin: 2.422 eV
* total charge: +1
* orbital gap: 9.8 eV
* calculated total energy: -2823.3438 Eh
* highest occupied orbital energy: -13.776 eV

---

[3]
DFT (ωB97M-V/def2-TZVPD) results for a 2-piece molecular cluster, C3H9Cl3NSi overall at a distorted geometry.

The geometry in XYZ format:
```
17
Properties=species:S:1:pos:R:3
C 1.470 0.257 -1.328
C 0.904 0.857 0.989
C -0.918 0.759 -0.671
N 0.528 0.995 -0.442
Si -1.861 -2.149 0.969
Cl -1.537 -1.478 2.818
Cl -3.816 -2.039 0.577
Cl -1.099 -3.828 0.352
H 1.346 -0.794 -1.295
H 1.408 0.379 -2.434
H 2.492 0.644 -1.158
H 1.819 1.396 1.139
H 0.109 1.342 1.586
H 0.868 -0.232 1.096
H -1.445 1.180 0.104
H -1.070 0.714 -1.636
H 0.802 1.998 -0.666
```

Output
* LUMO energy (spin up / spin down): -0.188 / -0.170 Eh
* energy above the lowest of the compared OMol25 structures with the same formula, charge and spin: 3.837 eV
* total charge: +1
* orbital gap (spin up / spin down): 6.4 / 8.9 eV
* calculated total energy: -1844.2735 Eh
* highest occupied orbital energy (spin up / spin down): -11.520 / -13.535 eV

---

[4]
DFT (ωB97M-V/def2-TZVPD) results for one molecule with the formula C3H9I3Si2 at a distorted geometry.

The geometry in XYZ format:
```
17
Properties=species:S:1:pos:R:3
C -0.858 0.818 1.600
Si -0.189 0.014 0.017
C -0.601 1.055 -1.491
C -0.903 -1.733 -0.245
Si 2.135 -0.194 0.029
I 3.114 -1.337 2.114
I 2.864 -1.397 -2.006
I 2.919 2.363 0.202
H -1.372 -0.069 2.203
H -0.211 1.304 2.273
H -1.796 1.489 1.195
H -0.266 0.496 -2.419
H -1.632 1.142 -1.404
H -0.190 2.082 -1.505
H -1.876 -1.622 -0.680
H -0.278 -2.491 -0.734
H -0.860 -1.921 0.848
```

Output
* LUMO energy: -0.033 Eh
* energy above the lowest of the compared OMol25 structures with the same formula, charge and spin: 1.235 eV
* total charge: 0
* orbital gap: 8.4 eV
* SMILES: C[Si](C)(C)[Si](I)(I)I
* calculated total energy: -1591.8814 Eh
* highest occupied orbital energy: -9.286 eV

---

[5]
DFT (ωB97M-V/def2-TZVPD) results for a 2-piece molecular cluster, C3H9IN overall at a distorted geometry.

The geometry in XYZ format:
```
14
Properties=species:S:1:pos:R:3
C 1.803 -1.079 0.140
C -1.181 -0.449 0.688
C -0.351 -0.004 -0.435
N -0.135 1.452 -0.475
I -3.449 0.099 0.206
H 1.924 -1.052 1.172
H 1.758 -2.013 -0.358
H 2.387 -0.382 -0.326
H -1.218 -1.501 0.742
H -0.982 0.066 1.647
H -0.136 -0.550 -1.406
H 0.740 1.568 -1.014
H -0.339 1.780 0.440
H -0.821 2.066 -1.021
```

Output
* LUMO energy: -0.191 Eh
* energy above the lowest of the compared OMol25 structures with the same formula, charge and spin: 3.942 eV
* total charge: +1
* orbital gap: 7.7 eV
* calculated total energy: -471.7478 Eh
* highest occupied orbital energy: -12.874 eV

---

[6]
DFT (ωB97M-V/def2-TZVPD) results for a 2-piece molecular cluster, C3H9IN3 overall at a distorted geometry.

The geometry in XYZ format:
```
16
Properties=species:S:1:pos:R:3
C 1.797 -0.462 -0.581
C 0.526 0.496 -0.487
C -1.488 1.113 1.061
N -1.746 -3.519 -0.427
N -1.178 -2.642 -0.051
N -0.332 0.155 0.761
I -3.268 0.283 -0.089
H 2.102 -0.533 0.408
H 1.302 -1.413 -0.918
H 2.392 -0.029 -1.304
H -0.162 0.368 -1.370
H 0.824 1.534 -0.543
H -1.430 2.181 0.709
H -3.541 -0.382 1.366
H 0.214 0.396 1.609
H -0.629 -0.850 0.731
```

Output
* LUMO energy: -0.161 Eh
* energy above the lowest of the compared OMol25 structures with the same formula, charge and spin: 3.474 eV
* total charge: +1
* orbital gap: 8.1 eV
* calculated total energy: -581.2835 Eh
* highest occupied orbital energy: -12.505 eV

---

[7]
DFT (ωB97M-V/def2-TZVPD) results for a 2-piece molecular cluster, C3H9IN3 overall at a distorted geometry.

The geometry in XYZ format:
```
16
Properties=species:S:1:pos:R:3
C 0.190 0.886 -0.488
C -1.604 0.623 1.212
C -0.171 0.658 0.830
N -0.256 -1.670 -1.705
N 0.924 -1.655 -2.229
N 0.779 0.501 1.802
I 2.174 0.927 -1.100
H -0.571 1.289 -1.150
H -2.341 0.897 0.419
H -1.804 1.340 2.021
H -1.772 -0.437 1.637
H 1.058 -0.982 -3.055
H 1.830 -2.087 -1.976
H 0.407 0.388 2.747
H -0.314 -1.885 -0.743
H 1.470 1.206 1.778
```

Output
* LUMO energy (spin up / spin down): -0.225 / -0.225 Eh
* energy above the lowest of the compared OMol25 structures with the same formula, charge and spin: 2.961 eV
* total charge: +1
* orbital gap (spin up / spin down): 6.3 / 6.3 eV
* calculated total energy: -581.3024 Eh
* highest occupied orbital energy (spin up / spin down): -12.459 / -12.457 eV

---

[8]
DFT (ωB97M-V/def2-TZVPD) results for an isolated ion of composition C3H9INOS and charge +1 at a distorted geometry.

The geometry in XYZ format:
```
16
Properties=species:S:1:pos:R:3
C 0.645 0.905 1.056
C -0.495 1.095 -1.090
C -1.009 -0.813 0.362
N 0.029 0.083 -0.077
O 0.703 -1.720 -1.915
S 1.501 -1.020 -0.906
I 2.144 -2.671 0.779
H 0.988 0.331 1.985
H 1.410 1.516 0.763
H -0.034 1.554 1.576
H -1.008 0.619 -1.895
H -1.302 1.605 -0.753
H 0.320 1.684 -1.429
H -1.586 -1.268 -0.378
H -0.610 -1.695 0.925
H -1.695 -0.206 0.997
```

Output
* LUMO energy: -0.204 Eh
* energy above the lowest of the compared OMol25 structures with the same formula, charge and spin: 1.014 eV
* total charge: +1
* orbital gap: 8.9 eV
* calculated total energy: -945.2490 Eh
* highest occupied orbital energy: -14.441 eV

---

[9]
DFT (ωB97M-V/def2-TZVPD) results for C3H9InO4P as an isolated structure at a distorted geometry.

The geometry in XYZ format:
```
18
Properties=species:S:1:pos:R:3
In 3.928 2.308 1.571
C 0.231 -1.545 2.290
O -0.475 -0.911 1.243
P 0.260 0.142 0.296
O 1.511 0.783 0.749
O -0.975 1.116 -0.068
C -0.864 2.245 -0.940
O 0.490 -0.700 -1.055
C -0.523 -1.226 -1.881
H -0.442 -1.797 3.122
H 1.109 -1.019 2.676
H 0.682 -2.525 1.997
H 0.182 2.545 -1.016
H -1.587 3.001 -0.617
H -1.183 1.918 -1.961
H -0.621 -2.338 -1.766
H -0.201 -1.165 -2.939
H -1.523 -0.831 -1.702
```

Output
* LUMO energy: -0.714 Eh
* energy above the lowest of the compared OMol25 structures with the same formula, charge and spin: 1.160 eV
* total charge: +3
* orbital gap: 2.8 eV
* calculated total energy: -950.7750 Eh
* highest occupied orbital energy: -22.251 eV

---

[10]
DFT (ωB97M-V/def2-TZVPD) results for C3H9KN2O5 as an isolated structure at a distorted geometry.

The geometry in XYZ format:
```
20
Properties=species:S:1:pos:R:3
K 1.387 0.837 0.331
C 0.604 1.771 2.875
O 1.079 2.433 1.724
H -0.454 1.519 2.795
H 1.102 0.868 3.230
H 0.601 2.453 3.725
C 1.579 -2.436 -1.748
N 0.729 -1.225 -1.903
O 0.882 -0.231 -1.139
O -0.134 -1.276 -2.825
H 2.165 -2.355 -2.664
H 1.030 -3.377 -1.769
H 2.289 -2.454 -0.922
C -2.115 0.291 -0.786
N -1.413 0.756 0.409
O -0.348 0.268 0.674
O -1.946 1.645 1.059
H -2.359 -0.750 -0.574
H -1.577 0.508 -1.709
H -3.102 0.754 -0.782
```

Output
* LUMO energy: -0.059 Eh
* energy above the lowest of the compared OMol25 structures with the same formula, charge and spin: 5.099 eV
* total charge: 0
* orbital gap: 4.3 eV
* calculated total energy: -1204.9121 Eh
* highest occupied orbital energy: -5.944 eV